{"formula": "C4H9NO", "method": "ωB97M-V/def2-TZVPD", "symbols": ["C", "C", "N", "C", "C", "O", "H", "H", "H", "H", "H", "H", "H", "H", "H"], "xyz": [[1.947985, 0.537300, -0.000125], [0.720362, 0.015542, -0.808042], [-0.575156, -0.144595, -0.001955], [-1.669813, -1.127529, -0.184270], [-0.817840, 0.773914, 0.979038], [-0.099303, 1.704400, 1.285008], [2.868388, -0.034587, -0.170003], [1.704295, 0.493466, 1.053557], [2.182350, 1.589742, -0.201521], [0.988390, -0.949973, -1.252628], [0.531458, 0.709488, -1.636611], [-1.365682, -2.167809, -0.024549], [-2.208932, -1.063535, -1.139580], [-2.437113, -0.930781, 0.582162], [-1.769391, 0.594956, 1.519526]], "forces_ev_per_a": [[-0.2, -0.1, 0.2], [-0.4, -0.1, 0.1], [0.3, 0.3, 0.3], [0.2, 0.0, -0.1], [0.2, 0.2, 0.0], [-0.4, 0.1, -0.1], [-0.4, -0.1, -0.2], [0.3, -0.1, 0.1], [-0.3, -0.3, -0.1], [-0.4, 0.1, 0.2], [-0.2, -0.2, 0.1], [0.3, 0.2, -0.2], [0.5, 0.1, 0.0], [0.4, 0.0, -0.3], [0.2, 0.0, -0.1]], "lumo_energy_ev": 0.88, "total_charge": 0, "e_tot_ha": -287.78445, "orbital_gap_ev": 10.3, "smiles": "CCN(C)C=O", "relative_energy_kcal_mol": 30.1, "mol_weight_g_mol": 87.12}